(1)
DFT (ωB97M-V/def2-TZVPD) results for a single C5H6N2 molecule.

Structure (XYZ):
```
13
Properties=species:S:1:pos:R:3:lowdin_charge:R:1
C -1.185 -0.287 -1.048 -0.0982
C -1.745 -0.152 0.148 -0.1413
C 1.071 0.007 1.297 -0.1099
C 1.264 -0.124 -0.242 -0.1597
C 0.106 0.469 -0.943 -0.0745
N -0.047 0.397 1.713 -0.0152
N -0.941 0.789 0.854 -0.0048
H -1.536 -0.792 -1.934 0.0848
H -2.626 -0.583 0.599 0.0952
H 1.864 -0.245 1.981 0.1006
H 2.214 0.334 -0.521 0.1023
H 1.331 -1.204 -0.414 0.1155
H 0.233 1.391 -1.490 0.1052
```

Output
Calculated total energy   -8257.90549 eV
Net charge   0
Frontier orbital gap (alpha / beta)   8.89 / 8.89 eV
SMILES   C1=CCC=NN=C1
Highest occupied orbital energy (alpha / beta)   -0.30351 / -0.30360 Eh

(2)
DFT (ωB97M-V/def2-TZVPD) results for 2 unconnected molecules or ions with the total composition C4H9N.

Structure (XYZ):
```
14
Properties=species:S:1:pos:R:3:lowdin_charge:R:1
C -2.001 -4.664 -1.209 -0.1086
N -2.887 -4.147 -0.340 0.0137
H -1.458 -5.660 -1.128 0.0708
H -2.270 -4.497 -2.241 0.0359
H -3.313 -3.475 -0.921 -0.0117
C 1.188 2.241 1.522 -0.1245
C 2.052 3.171 0.712 -0.2597
C 1.821 3.532 -0.546 -0.0538
H 1.560 1.835 2.466 0.0618
H 0.263 2.721 1.828 0.0566
H 0.742 1.415 0.794 0.1161
H 3.004 3.655 0.999 0.0920
H 2.416 4.163 -1.239 0.0596
H 0.906 3.191 -1.049 0.0519
```

Output
Calculated total energy   -5781.04643 eV
Net charge   0
Frontier orbital gap   10.32 eV
SMILES   C=CC.C=N
Highest occupied orbital energy   -0.35092 Eh

(3)
DFT (ωB97M-V/def2-TZVPD) results for 10 unconnected molecules or ions with the total composition C16H52O10.

Structure (XYZ):
```
78
Properties=species:S:1:pos:R:3:lowdin_charge:R:1
C -0.153 -1.376 -0.236 -0.0958
C -0.513 -1.290 1.201 -0.3768
O 0.503 -0.541 1.787 -0.0675
H -0.099 -0.349 -0.597 0.0757
H -0.992 -1.870 -0.725 0.0778
H 0.805 -1.855 -0.441 0.0829
H -0.464 -2.309 1.583 0.1038
H -1.527 -0.999 1.475 0.1167
H 0.163 -0.331 2.660 0.0837
C -7.561 3.125 -0.647 -0.0926
C -6.156 2.702 -0.275 -0.3497
O -5.777 1.521 -0.922 -0.0763
H -7.749 4.047 -0.095 0.0725
H -8.290 2.355 -0.394 0.0752
H -7.656 3.262 -1.724 0.0697
H -6.132 2.616 0.812 0.1086
H -5.370 3.408 -0.543 0.1090
H -5.388 1.726 -1.775 0.0834
C -0.912 -6.283 7.091 -0.0888
C -0.635 -6.934 8.494 -0.3034
O -1.174 -8.227 8.377 -0.0916
H -0.512 -6.882 6.274 0.0628
H -0.435 -5.306 7.012 0.0630
H -1.979 -6.253 6.874 0.0689
H -1.051 -6.398 9.347 0.1098
H 0.447 -6.957 8.620 0.0986
H -0.701 -8.710 7.695 0.0807
C 0.628 5.722 2.466 -0.1121
C 0.882 5.560 1.010 -0.3189
O 1.772 4.446 0.740 -0.0855
H 0.019 4.896 2.833 0.0753
H 0.021 6.609 2.647 0.0725
H 1.532 5.914 3.044 0.0793
H 1.361 6.461 0.628 0.1102
H -0.075 5.496 0.492 0.1052
H 1.426 3.599 1.030 0.0735
C -4.714 3.193 -7.349 -0.0994
C -3.844 3.518 -6.133 -0.3293
O -3.288 2.320 -5.664 -0.0806
H -5.353 2.326 -7.186 0.0759
H -4.209 2.997 -8.295 0.0673
H -5.329 4.072 -7.544 0.0676
H -4.499 4.031 -5.430 0.1086
H -3.036 4.212 -6.366 0.1064
H -2.806 1.918 -6.391 0.0835
C 3.564 3.258 -5.476 -0.0944
C 4.678 4.202 -4.977 -0.3062
O 5.208 3.769 -3.721 -0.0829
H 3.965 2.246 -5.533 0.0679
H 3.117 3.423 -6.456 0.0651
H 2.703 3.173 -4.813 0.0655
H 4.270 5.208 -4.881 0.0993
H 5.517 4.277 -5.668 0.1087
H 4.491 3.786 -3.083 0.0770
C -2.382 -5.268 -5.119 -0.1862
O -1.379 -6.192 -4.761 -0.1082
H -3.302 -5.335 -4.539 0.0726
H -2.043 -4.232 -5.147 0.0789
H -2.736 -5.455 -6.133 0.0698
H -1.761 -7.040 -4.998 0.0730
C -1.447 0.100 8.712 -0.1519
O -0.460 0.325 7.682 -0.1326
H -1.017 -0.540 9.483 0.0686
H -1.665 1.036 9.226 0.0722
H -2.339 -0.404 8.339 0.0784
H 0.283 0.707 8.154 0.0652
C 6.877 -2.476 -3.202 -0.1574
O 8.103 -2.908 -2.595 -0.1302
H 5.961 -2.958 -2.861 0.0751
H 6.895 -1.394 -3.068 0.0752
H 6.985 -2.696 -4.264 0.0737
H 7.880 -2.909 -1.661 0.0625
C 6.333 -2.149 2.675 -0.1746
O 7.294 -3.040 2.147 -0.1218
H 5.337 -2.553 2.495 0.0704
H 6.410 -2.112 3.762 0.0739
H 6.339 -1.162 2.213 0.0817
H 7.136 -3.868 2.606 0.0717
```

Output
Calculated total energy   -37904.77214 eV
Net charge   0
Frontier orbital gap   10.32 eV
SMILES   CCO.CCO.CCO.CCO.CCO.CCO.CO.CO.CO.CO
Highest occupied orbital energy   -0.36874 Eh

(4)
DFT (ωB97M-V/def2-TZVPD) results for a molecular structure, CH3BrLiNO2.

Structure (XYZ):
```
9
Properties=species:S:1:pos:R:3:lowdin_charge:R:1
Li 1.660 4.568 1.798 0.6115
Br 0.925 2.644 0.543 -0.4943
C 0.025 -1.135 0.176 0.0275
N -0.877 -0.878 -0.984 -0.4590
O -2.061 -0.834 -0.727 0.0532
O -0.396 -0.751 -2.079 0.0672
H 0.858 -1.751 -0.157 0.0941
H -0.534 -1.690 0.919 0.0912
H 0.400 -0.173 0.511 0.0087
```

Output
Calculated total energy   -76916.81140 eV
Net charge   0
Frontier orbital gap   7.75 eV
Highest occupied orbital energy   -0.33343 Eh

(5)
DFT (ωB97M-V/def2-TZVPD) results for a single C21H25NO4 molecule.

Structure (XYZ):
```
51
Properties=species:S:1:pos:R:3:lowdin_charge:R:1
C 5.202 2.047 0.501 -0.0839
O 4.759 0.773 0.111 -0.1139
C 3.407 0.532 0.055 -0.1793
C 2.453 1.480 0.409 0.0365
C 1.098 1.208 0.378 -0.1607
C 0.653 -0.061 0.002 -0.1143
C 1.600 -0.995 -0.401 0.0681
C 2.964 -0.729 -0.384 -0.1813
O 3.737 -1.778 -0.793 -0.0685
C 5.093 -1.595 -1.127 -0.0795
H 5.705 -1.381 -0.248 0.0898
H 5.408 -2.542 -1.566 0.0924
H 5.224 -0.796 -1.860 0.0973
H 1.299 -1.970 -0.747 0.1358
C -0.793 -0.324 -0.037 -0.0294
C -1.642 0.766 -0.260 -0.0595
C -3.002 0.563 -0.457 -0.1603
C -3.509 -0.722 -0.382 0.0500
C -2.702 -1.814 -0.074 -0.1875
C -1.330 -1.610 0.118 -0.1434
O -0.516 -2.679 0.478 -0.1528
C -0.057 -2.629 1.811 -0.0653
H 0.520 -1.720 2.008 0.0910
H -0.894 -2.681 2.518 0.0996
H 0.585 -3.498 1.941 0.0985
O -3.379 -2.995 0.004 -0.0675
C -2.697 -4.229 0.037 -0.0714
H -1.919 -4.281 -0.727 0.0988
H -2.252 -4.423 1.016 0.0880
H -3.461 -4.981 -0.164 0.0932
H -4.560 -0.906 -0.540 0.1294
C -3.926 1.714 -0.755 -0.1219
C -3.132 2.985 -1.078 -0.1882
N -2.041 3.219 -0.151 -0.1745
C -2.503 3.429 1.208 -0.0883
H -1.710 3.901 1.787 0.0799
H -2.813 2.508 1.720 0.0944
H -3.350 4.113 1.181 0.0890
C -1.050 2.160 -0.303 -0.2543
C 0.076 2.245 0.729 -0.0818
H 0.512 3.244 0.727 0.1271
H -0.321 2.038 1.727 0.1297
H -0.599 2.312 -1.297 0.1654
H -3.790 3.857 -1.065 0.1169
H -2.697 2.901 -2.078 0.1247
H -4.575 1.455 -1.593 0.1193
H -4.570 1.889 0.112 0.1155
H 2.766 2.464 0.720 0.1077
H 4.895 2.288 1.525 0.0967
H 6.290 2.002 0.455 0.0951
H 4.845 2.827 -0.179 0.0977
```

Output
Calculated total energy   -31861.31025 eV
Net charge   0
Frontier orbital gap   8.34 eV
SMILES   COc1cc2c(cc1OC)-c1c(OC)c(OC)cc3c1[C@H](C2)N(C)CC3
Highest occupied orbital energy   -0.27870 Eh

Relative energy (zero: lowest compared OMol25 entry of this formula, charge and spin) values, unit kcal/mol, following the record order: 102.7; 63.8; 136.4; 0.0; 68.8.
Strongest force on any atom values, unit eV/A, following the record order: 3.8; 5.3; 2.7; 1.1; 0.7.